Entry from the Open Molecules 2025 dataset: a molecular structure, C36H38As2Br4CsN6O2 (wB97M-V/def2-TZVPD).

```
89
Properties=species:S:1:pos:R:3
Cs 0.91 1.28 1.91
C 0.09 3.39 5.48
N -1.02 3.84 4.65
C -2.34 3.90 5.22
C -0.76 4.15 3.33
N 0.40 4.28 2.81
N -1.92 4.34 2.55
C -2.17 3.95 1.23
N -3.39 4.51 0.82
N -1.47 3.14 0.55
H -0.31 2.97 6.40
H 0.77 4.21 5.74
H 0.65 2.58 5.01
H -2.97 3.04 4.93
H -2.86 4.82 4.97
H -2.25 3.88 6.31
H 1.11 4.18 3.52
H -2.78 4.36 3.07
H -3.47 5.50 1.03
H -3.61 4.31 -0.14
H -1.86 3.00 -0.38
C -1.20 -1.26 -1.59
C -0.42 -1.22 -0.28
As 1.09 -2.51 0.04
C 0.55 -3.78 -1.37
C -0.32 -4.79 -0.95
C -0.88 -5.68 -1.86
C -0.55 -5.58 -3.21
C 0.34 -4.61 -3.63
C 0.89 -3.72 -2.71
C 2.60 -1.68 -0.88
C 2.80 -0.31 -1.02
C 3.95 0.19 -1.61
C 4.93 -0.68 -2.07
C 4.76 -2.04 -1.91
C 3.61 -2.54 -1.31
As -0.21 -0.53 -3.13
C -1.51 -0.94 -4.53
C -2.62 -1.77 -4.36
C -3.48 -2.04 -5.42
C -3.25 -1.47 -6.66
C -2.15 -0.64 -6.85
C -1.28 -0.39 -5.79
C -0.70 1.36 -2.92
C -2.01 1.83 -3.07
C -2.29 3.18 -2.98
C -1.27 4.09 -2.72
C 0.03 3.64 -2.55
C 0.31 2.29 -2.66
H -2.13 -0.69 -1.49
H -1.46 -2.28 -1.84
H -1.10 -1.46 0.54
H -0.09 -0.20 -0.06
H -0.57 -4.87 0.10
H -1.56 -6.45 -1.52
H -0.98 -6.27 -3.92
H 0.61 -4.53 -4.68
H 1.58 -2.96 -3.06
H 2.08 0.41 -0.64
H 4.08 1.26 -1.70
H 5.83 -0.29 -2.53
H 5.53 -2.73 -2.23
H 3.50 -3.61 -1.17
H -2.82 -2.22 -3.39
H -4.33 -2.68 -5.27
H -3.92 -1.67 -7.49
H -1.96 -0.20 -7.82
H -0.42 0.25 -5.94
H -2.81 1.13 -3.29
H -3.31 3.53 -3.12
H -1.49 5.15 -2.64
H 0.82 4.34 -2.33
H 1.33 1.94 -2.56
Br 3.51 -2.34 8.32
C 3.21 -1.90 6.50
C 3.92 -2.52 5.49
Br 5.23 -3.84 5.90
C 3.68 -2.17 4.15
Br 4.64 -2.99 2.72
C 2.74 -1.21 3.76
O 2.53 -0.87 2.54
C 1.98 -0.55 4.83
O 1.10 0.35 4.52
C 2.25 -0.93 6.15
Br 1.24 -0.02 7.48
N -1.36 -0.85 3.41
H -0.93 -1.75 3.23
H -2.04 -1.02 4.15
H -0.61 -0.33 3.88
```

As for the energy above the lowest of the compared OMol25 structures with the same formula, charge and spin: 0.0 kcal per mole. Its total charge is -1. The calculation puts the frontier orbital gap at 4.6 eV. The LUMO energy comes out at 1.613 eV. The value obtained for the max |F| is 0.006 Eh/bohr.

Here are the Löwdin charges for atoms 1 to 2, given in e: Cs 1.1099; C -0.0443